## i
{
  "formula": "C22H17Co2N2O6",
  "method": "ωB97M-V/def2-TZVPD",
  "species": ["O", "C", "Co", "C", "O", "C", "O", "C", "C", "C", "C", "C", "C", "C", "C", "C", "Co", "C", "O", "C", "O", "C", "O", "H", "H", "H", "H", "H", "H", "H", "C", "N", "C", "C", "C", "C", "N", "C", "C", "H", "H", "H", "H", "H", "H", "H", "H", "H", "H"],
  "xyz": [[2.87, 0.14, 2.57], [2.23, 0.31, 1.62], [1.49, 0.44, 0.00], [1.68, 2.04, -0.73], [1.88, 3.00, -1.37], [2.65, -0.49, -0.93], [3.36, -1.15, -1.56], [-0.11, -0.60, -0.73], [-0.34, -0.67, -2.17], [-0.49, 0.52, -2.91], [-0.47, 0.50, -4.30], [-0.44, -0.71, -5.00], [-0.51, -1.91, -4.27], [-0.51, -1.90, -2.86], [-0.47, -1.58, 0.23], [-0.26, -2.88, 0.43], [-0.93, 0.02, 0.76], [-2.64, -0.39, 1.01], [-3.69, -0.72, 1.36], [-0.91, 1.82, 0.68], [-1.09, 2.96, 0.73], [-0.72, -0.32, 2.48], [-0.59, -0.59, 3.61], [-0.60, 1.46, -2.38], [-0.48, 1.46, -4.83], [-0.44, -0.74, -6.09], [-0.56, -2.88, -4.78], [-0.58, -2.83, -2.30], [-0.69, -3.37, 1.31], [0.26, -3.48, -0.33], [3.86, 8.27, 1.45], [4.46, 6.99, 1.76], [5.85, 7.12, 2.17], [3.81, 5.78, 1.63], [4.48, 4.54, 1.75], [3.77, 3.34, 1.58], [2.45, 3.31, 1.36], [1.80, 4.47, 1.21], [2.41, 5.72, 1.37], [3.03, 8.14, 0.76], [3.51, 8.80, 2.35], [4.63, 8.90, 0.98], [6.20, 6.20, 2.63], [6.50, 7.37, 1.31], [5.94, 7.94, 2.89], [5.54, 4.50, 1.95], [4.28, 2.38, 1.63], [0.73, 4.42, 0.95], [1.81, 6.62, 1.29]],
  "multiplicity": 1,
  "homo_lumo_gap_ev": 6.1797,
  "charge": -1
}

## ii
{
  "formula": "C22H17Co2N2O6",
  "method": "ωB97M-V/def2-TZVPD",
  "species": ["O", "C", "Co", "C", "O", "C", "O", "C", "C", "C", "C", "C", "C", "C", "C", "C", "Co", "C", "O", "C", "O", "C", "O", "H", "H", "H", "H", "H", "H", "H", "C", "N", "C", "C", "C", "C", "N", "C", "C", "H", "H", "H", "H", "H", "H", "H", "H", "H", "H"],
  "xyz": [[3.66, 4.34, 0.99], [2.76, 3.80, 1.48], [1.17, 3.40, 2.36], [0.89, 5.07, 2.90], [0.69, 6.13, 3.32], [0.03, 3.37, 1.04], [-0.81, 3.42, 0.24], [1.51, 2.21, 3.63], [0.15, 2.28, 3.33], [-1.04, 1.77, 3.74], [-2.20, 1.58, 2.91], [-3.46, 2.03, 3.36], [-4.58, 1.91, 2.54], [-4.48, 1.23, 1.32], [-3.25, 0.71, 0.90], [-2.10, 0.96, 1.64], [2.48, 1.29, 2.26], [4.21, 1.40, 2.32], [5.35, 1.57, 2.33], [1.84, 0.91, 0.65], [1.53, 0.74, -0.45], [2.56, -0.25, 3.07], [2.66, -1.25, 3.64], [1.95, 2.21, 4.62], [-1.17, 1.63, 4.82], [-3.53, 2.53, 4.33], [-5.53, 2.33, 2.87], [-5.36, 1.10, 0.70], [-3.17, 0.14, -0.04], [-1.11, 0.68, 1.26], [0.24, -3.01, -5.81], [0.55, -3.63, -4.54], [0.96, -5.02, -4.62], [0.44, -2.97, -3.34], [0.62, -3.65, -2.10], [0.43, -2.93, -0.91], [0.05, -1.65, -0.85], [-0.05, -1.00, -2.02], [0.14, -1.59, -3.28], [-0.36, -2.11, -5.69], [1.17, -2.76, -6.35], [-0.33, -3.73, -6.41], [1.74, -5.25, -3.89], [0.10, -5.70, -4.46], [1.35, -5.18, -5.63], [0.90, -4.71, -2.06], [0.59, -3.44, 0.04], [-0.26, 0.06, -1.99], [0.05, -0.98, -4.17]],
  "multiplicity": 1,
  "homo_lumo_gap_ev": 5.8337,
  "charge": -1
}

Most favorable structure: i. The second most favorable one is 6.5 kcal/mol above it.

## i
{
  "formula": "C2H11NO3",
  "method": "ωB97M-V/def2-TZVPD",
  "species": ["N", "C", "C", "O", "H", "H", "H", "H", "H", "H", "H", "O", "H", "H", "O", "H", "H"],
  "xyz": [[-2.16, 1.44, -1.31], [-1.24, 1.58, -0.18], [0.08, 1.04, -0.73], [1.11, 1.04, 0.25], [-3.16, 1.57, -1.16], [-2.19, 0.50, -1.70], [-1.40, 1.01, 0.75], [-1.17, 2.61, 0.17], [0.30, 1.78, -1.52], [-0.05, 0.06, -1.12], [1.62, 0.22, 0.30], [-0.11, -2.66, -0.04], [0.67, -2.46, 0.49], [-0.52, -1.87, -0.42], [2.41, -2.01, 1.85], [3.33, -2.04, 1.57], [2.48, -1.80, 2.79]],
  "multiplicity": 1,
  "homo_lumo_gap_ev": 9.8912,
  "smiles": "NCCO.O.O"
}

## ii
{
  "formula": "C2H11NO3",
  "method": "ωB97M-V/def2-TZVPD",
  "species": ["C", "C", "N", "H", "H", "H", "H", "H", "H", "H", "O", "H", "H", "O", "H", "H", "O"],
  "xyz": [[1.09, 1.28, -4.12], [0.64, 1.19, -2.90], [0.07, -0.87, -1.61], [1.82, 2.10, -4.28], [0.77, 0.86, -5.06], [0.42, 0.10, -2.31], [0.73, -1.62, -1.83], [-0.88, -1.17, -1.39], [0.22, -0.54, 0.43], [0.68, 2.01, -2.17], [0.31, -0.11, 1.28], [-2.19, -1.51, 2.99], [-0.16, -0.63, 1.96], [-1.43, -0.95, 3.22], [-0.72, 0.64, 5.69], [-0.81, -0.49, 4.57], [-0.56, -0.29, 5.54]],
  "multiplicity": 1,
  "homo_lumo_gap_ev": 2.5517
}

Most favorable structure: i. The second most favorable one is 210.7 kcal/mol above it.

## i
{
  "formula": "C19H24N4O3",
  "method": "ωB97M-V/def2-TZVPD",
  "species": ["C", "O", "C", "C", "C", "C", "C", "C", "C", "N", "C", "C", "C", "O", "N", "C", "C", "C", "C", "N", "N", "C", "C", "C", "C", "O", "H", "H", "H", "H", "H", "H", "H", "H", "H", "H", "H", "H", "H", "H", "H", "H", "H", "H", "H", "H", "H", "H", "H", "H"],
  "xyz": [[3.92, 0.15, -1.90], [3.39, 0.43, -0.63], [2.83, -0.59, 0.08], [2.96, -1.94, -0.25], [2.39, -2.91, 0.55], [1.66, -2.57, 1.67], [1.52, -1.23, 2.00], [2.10, -0.24, 1.23], [1.94, 1.21, 1.62], [0.85, 1.88, 0.93], [1.07, 2.50, -0.35], [0.00, 2.06, -1.36], [0.14, 0.57, -1.68], [0.70, 0.18, -2.69], [-0.42, -0.26, -0.79], [-0.56, -1.69, -1.03], [-1.55, -2.27, -0.03], [-2.84, -1.53, -0.05], [-3.23, -0.47, 0.79], [-4.41, 0.01, 0.44], [-4.79, -0.71, -0.61], [-3.88, -1.64, -0.95], [-1.39, 2.43, -0.83], [-1.38, 2.72, 0.68], [-0.40, 1.86, 1.45], [-0.69, 1.25, 2.46], [3.15, -0.26, -2.56], [4.25, 1.11, -2.30], [4.77, -0.53, -1.85], [3.51, -2.23, -1.13], [2.51, -3.95, 0.28], [1.22, -3.33, 2.29], [0.95, -0.94, 2.87], [1.71, 1.26, 2.69], [2.86, 1.76, 1.41], [1.04, 3.60, -0.25], [2.06, 2.21, -0.71], [0.20, 2.58, -2.30], [-0.79, 0.08, 0.08], [0.41, -2.18, -0.94], [-0.91, -1.82, -2.06], [-1.71, -3.33, -0.27], [-1.11, -2.21, 0.97], [-2.70, -0.06, 1.64], [-5.68, -0.52, -1.04], [-4.03, -2.31, -1.77], [-1.76, 3.32, -1.35], [-2.10, 1.62, -1.04], [-1.09, 3.76, 0.85], [-2.38, 2.57, 1.10]],
  "multiplicity": 1,
  "homo_lumo_gap_ev": 9.3702,
  "smiles": "COc1ccccc1CN1C[C@@H](C(=O)NCCc2cn[nH]c2)CCC1=O"
}

## ii
{
  "formula": "C19H24N4O3",
  "method": "ωB97M-V/def2-TZVPD",
  "species": ["C", "C", "C", "N", "C", "C", "C", "C", "N", "O", "O", "C", "N", "C", "C", "O", "C", "C", "C", "C", "C", "C", "C", "C", "C", "N", "H", "H", "H", "H", "H", "H", "H", "H", "H", "H", "H", "H", "H", "H", "H", "H", "H", "H", "H", "H", "H", "H", "H", "H"],
  "xyz": [[-6.77, 0.20, -0.79], [-5.31, -0.21, -0.74], [-4.70, 0.05, 0.65], [-3.31, -0.36, 0.69], [-2.28, 0.52, 0.47], [-2.52, 1.86, 0.07], [-1.48, 2.72, -0.10], [-0.15, 2.34, 0.12], [0.85, 3.30, -0.10], [0.51, 4.42, -0.47], [2.03, 3.01, 0.09], [0.13, 1.00, 0.53], [1.39, 0.60, 0.79], [1.78, -0.74, 1.12], [3.30, -0.80, 1.23], [3.82, -0.59, -0.06], [5.18, -0.52, -0.22], [6.11, -0.71, 0.79], [7.46, -0.62, 0.50], [7.90, -0.35, -0.78], [6.96, -0.16, -1.79], [5.61, -0.25, -1.52], [-0.96, 0.14, 0.69], [-3.19, -1.77, 0.39], [-3.79, -2.05, -0.99], [-5.17, -1.61, -1.11], [-7.34, -0.33, -0.03], [-6.88, 1.27, -0.62], [-7.19, -0.04, -1.76], [-4.74, 0.37, -1.48], [-4.80, 1.09, 0.95], [-5.23, -0.56, 1.39], [-3.52, 2.21, -0.13], [-1.66, 3.74, -0.42], [2.12, 1.27, 0.54], [1.34, -1.04, 2.08], [1.46, -1.45, 0.34], [3.65, -0.03, 1.93], [3.60, -1.79, 1.62], [5.80, -0.92, 1.80], [8.18, -0.77, 1.29], [8.95, -0.28, -1.00], [7.29, 0.05, -2.80], [4.87, -0.10, -2.29], [-0.75, -0.86, 1.04], [-2.15, -2.09, 0.40], [-3.73, -2.34, 1.16], [-3.75, -3.12, -1.21], [-3.21, -1.52, -1.75], [-5.77, -2.17, -0.52]],
  "multiplicity": 1,
  "homo_lumo_gap_ev": 7.9240,
  "smiles": "C[C@H]1CN(c2ccc([N+](=O)[O-])c(NCCOc3ccccc3)c2)CCN1"
}

Most favorable structure: i. The second most favorable one is 82.5 kcal/mol above it.

## i
{
  "formula": "C15H18O",
  "method": "ωB97M-V/def2-TZVPD",
  "species": ["C", "C", "C", "C", "C", "C", "O", "C", "C", "H", "H", "H", "H", "H", "H", "H", "H", "H", "H", "C", "C", "C", "C", "C", "C", "C", "H", "H", "H", "H", "H", "H", "H", "H"],
  "xyz": [[5.30, -1.62, 0.11], [4.81, -0.27, -0.29], [3.33, -0.36, -0.77], [3.01, 0.07, -2.05], [1.75, 0.14, -2.58], [0.72, -0.46, -1.81], [-0.52, -0.62, -2.34], [1.04, -0.79, -0.49], [2.32, -0.69, 0.13], [4.96, -2.09, 1.04], [6.43, -1.66, 0.23], [4.91, -2.44, -0.52], [4.65, 0.54, 0.41], [5.40, 0.10, -1.17], [3.80, 0.55, -2.62], [1.57, 0.79, -3.47], [-0.84, -1.46, -1.99], [0.20, -0.99, 0.18], [2.47, -0.82, 1.18], [-1.68, 1.17, 3.10], [-2.58, 0.98, 1.96], [-3.34, 2.00, 1.39], [-4.37, 1.62, 0.51], [-4.59, 0.29, 0.20], [-3.84, -0.74, 0.76], [-2.78, -0.37, 1.55], [-1.53, 2.17, 3.50], [-0.66, 0.78, 2.99], [-1.88, 0.71, 4.05], [-3.22, 2.99, 1.71], [-4.86, 2.45, -0.02], [-5.38, 0.14, -0.53], [-4.16, -1.77, 0.56], [-2.09, -1.03, 2.01]],
  "multiplicity": 1,
  "homo_lumo_gap_ev": 9.1311,
  "smiles": "CCc1ccc(O)cc1.Cc1ccccc1"
}

## ii
{
  "formula": "C15H18O",
  "method": "ωB97M-V/def2-TZVPD",
  "species": ["C", "C", "C", "C", "C", "C", "O", "C", "C", "H", "H", "H", "H", "H", "H", "H", "H", "H", "H", "C", "C", "C", "C", "C", "C", "C", "H", "H", "H", "H", "H", "H", "H", "H"],
  "xyz": [[0.93, -2.30, -3.36], [0.02, -1.97, -2.23], [-0.21, -0.44, -2.34], [0.95, 0.43, -2.14], [0.65, 1.79, -2.16], [-0.59, 2.38, -2.07], [-0.84, 3.67, -2.05], [-1.72, 1.56, -2.23], [-1.51, 0.14, -2.33], [1.45, -1.50, -4.03], [0.59, -2.98, -4.14], [1.79, -2.97, -2.88], [-1.01, -2.60, -2.18], [0.52, -2.26, -1.19], [1.96, 0.10, -2.04], [1.62, 2.47, -2.26], [0.03, 4.19, -2.14], [-2.66, 1.98, -2.23], [-2.44, -0.52, -2.31], [0.86, -0.51, 5.12], [0.41, -0.19, 3.69], [0.93, 0.80, 2.83], [0.34, 1.04, 1.61], [-0.75, 0.24, 1.27], [-1.28, -0.78, 2.02], [-0.76, -0.94, 3.32], [0.50, 0.40, 5.59], [1.91, -0.50, 5.28], [0.42, -1.33, 5.50], [1.81, 1.39, 3.23], [0.82, 1.80, 0.93], [-1.22, 0.16, 0.24], [-2.26, -1.17, 1.60], [-1.26, -1.58, 4.10]],
  "multiplicity": 1,
  "homo_lumo_gap_ev": 8.9769,
  "smiles": "CCc1ccc(O)cc1.Cc1ccccc1"
}

Most favorable structure: i. The second most favorable one is 27.7 kcal/mol above it.

## i
{
  "formula": "C22H28BrN3OS3Zn",
  "method": "ωB97M-V/def2-TZVPD",
  "species": ["Zn", "C", "C", "S", "C", "C", "S", "C", "C", "S", "H", "H", "H", "H", "H", "H", "H", "H", "H", "H", "H", "H", "C", "N", "N", "C", "O", "C", "C", "C", "C", "C", "C", "C", "C", "C", "H", "H", "H", "H", "H", "H", "H", "H", "H", "H", "H", "H", "Br", "C", "C", "C", "N", "C", "C", "H", "H", "H", "H"],
  "xyz": [[-0.16, -0.57, 1.28], [0.33, 0.60, 4.29], [1.39, -0.50, 4.29], [1.64, -1.39, 2.71], [0.98, -3.06, 3.07], [-0.04, -3.61, 2.08], [-1.50, -2.59, 1.68], [-2.36, -2.31, 3.25], [-1.73, -1.35, 4.26], [-1.26, 0.24, 3.51], [0.69, 1.48, 3.74], [0.16, 0.92, 5.32], [1.19, -1.26, 5.05], [2.35, -0.06, 4.54], [0.59, -3.05, 4.08], [1.84, -3.73, 3.06], [-0.40, -4.57, 2.44], [0.41, -3.78, 1.10], [-2.52, -3.28, 3.72], [-3.34, -1.95, 2.94], [-0.85, -1.78, 4.73], [-2.46, -1.16, 5.05], [-4.46, 3.73, 0.01], [-3.10, 3.40, 0.38], [-2.56, 2.16, 0.17], [-1.28, 2.14, 0.65], [-0.53, 1.12, 0.46], [-1.05, 3.40, 1.23], [-2.20, 4.15, 1.04], [-2.49, 5.55, 1.45], [-3.16, 1.15, -0.63], [-3.10, 1.24, -2.02], [-3.64, 0.21, -2.78], [-4.22, -0.89, -2.17], [-4.27, -0.97, -0.78], [-3.74, 0.06, -0.01], [-5.08, 2.83, 0.06], [-4.51, 4.13, -1.00], [-4.85, 4.46, 0.71], [-0.14, 3.73, 1.69], [-1.59, 6.02, 1.82], [-3.24, 5.57, 2.25], [-2.87, 6.13, 0.61], [-2.63, 2.09, -2.48], [-3.62, 0.28, -3.86], [-4.64, -1.68, -2.77], [-4.74, -1.82, -0.31], [-3.79, 0.03, 1.07], [1.75, -2.42, -4.90], [1.26, -1.96, -3.16], [2.20, -1.98, -2.14], [1.79, -1.64, -0.87], [0.54, -1.28, -0.58], [-0.36, -1.25, -1.58], [-0.04, -1.58, -2.88], [3.23, -2.27, -2.33], [2.50, -1.64, -0.05], [-1.36, -0.94, -1.32], [-0.79, -1.54, -3.65]],
  "multiplicity": 1,
  "homo_lumo_gap_ev": 9.3680,
  "charge": 2
}

## ii
{
  "formula": "C22H28BrN3OS3Zn",
  "method": "ωB97M-V/def2-TZVPD",
  "species": ["Zn", "C", "C", "S", "C", "C", "S", "C", "C", "S", "H", "H", "H", "H", "H", "H", "H", "H", "H", "H", "H", "H", "C", "N", "N", "C", "O", "C", "C", "C", "C", "C", "C", "C", "C", "C", "H", "H", "H", "H", "H", "H", "H", "H", "H", "H", "H", "H", "Br", "C", "C", "C", "N", "C", "C", "H", "H", "H", "H"],
  "xyz": [[-0.74, -0.11, 0.77], [1.21, -0.14, 3.30], [-0.08, -0.48, 4.04], [-1.55, -0.77, 3.01], [-2.63, 0.65, 3.41], [-3.15, 1.44, 2.21], [-1.96, 2.03, 0.98], [-0.81, 3.12, 1.86], [0.21, 2.49, 2.80], [1.12, 1.13, 2.01], [1.58, -1.01, 2.76], [1.97, 0.14, 4.03], [-0.35, 0.28, 4.77], [0.08, -1.40, 4.61], [-2.09, 1.29, 4.10], [-3.49, 0.25, 3.94], [-3.72, 2.30, 2.57], [-3.83, 0.83, 1.62], [-1.40, 3.87, 2.40], [-0.30, 3.65, 1.05], [-0.26, 2.11, 3.70], [0.93, 3.25, 3.10], [3.83, -0.02, -2.76], [3.30, -0.72, -1.61], [1.98, -0.57, -1.23], [1.72, -1.43, -0.20], [0.56, -1.51, 0.35], [2.91, -2.12, 0.07], [3.86, -1.66, -0.83], [5.28, -2.08, -1.00], [1.06, 0.29, -1.89], [0.20, -0.24, -2.84], [-0.68, 0.60, -3.51], [-0.69, 1.96, -3.22], [0.17, 2.48, -2.26], [1.06, 1.65, -1.60], [3.75, 1.06, -2.62], [3.31, -0.32, -3.67], [4.88, -0.28, -2.84], [3.05, -2.88, 0.81], [5.53, -2.82, -0.24], [5.96, -1.24, -0.89], [5.44, -2.53, -1.98], [0.24, -1.30, -3.06], [-1.34, 0.20, -4.26], [-1.37, 2.62, -3.75], [0.17, 3.55, -2.06], [1.76, 2.05, -0.87], [-5.27, -3.24, -3.10], [-4.06, -2.33, -2.01], [-3.12, -3.03, -1.26], [-2.25, -2.31, -0.47], [-2.25, -0.97, -0.40], [-3.16, -0.31, -1.13], [-4.07, -0.94, -1.95], [-3.08, -4.11, -1.28], [-1.50, -2.82, 0.12], [-3.14, 0.77, -1.07], [-4.79, -0.36, -2.52]],
  "multiplicity": 1,
  "homo_lumo_gap_ev": 9.2590,
  "charge": 2
}

Most favorable structure: ii. The second most favorable one is 4.4 kcal/mol above it.

## i
{
  "formula": "C2H10O2S2",
  "method": "ωB97M-V/def2-TZVPD",
  "species": ["C", "S", "S", "C", "H", "H", "H", "H", "H", "H", "H", "H", "O", "H", "H", "O"],
  "xyz": [[-1.69, 1.10, -1.32], [0.08, 1.04, -1.58], [-0.38, -1.60, 1.00], [0.88, -2.36, 0.01], [-2.33, 0.71, -2.12], [-1.90, 2.20, -1.27], [-2.00, 0.65, -0.39], [0.89, -3.46, 0.09], [1.93, -2.03, 0.23], [0.78, -2.20, -1.08], [3.09, 0.33, -0.15], [1.60, 0.55, 0.09], [2.45, 0.46, 0.56], [-0.66, 1.90, 1.04], [-1.21, 0.71, 1.69], [-1.20, 1.67, 1.81]],
  "multiplicity": 1,
  "homo_lumo_gap_ev": 4.5862
}

## ii
{
  "formula": "C2H10O2S2",
  "method": "ωB97M-V/def2-TZVPD",
  "species": ["C", "S", "S", "C", "H", "H", "H", "H", "H", "H", "O", "H", "H", "O", "H", "H"],
  "xyz": [[-2.28, -0.80, -0.24], [-1.25, 0.52, -0.87], [-0.05, 0.59, 0.74], [1.24, 1.97, 0.22], [-1.82, -1.74, -0.59], [-3.28, -0.66, -0.71], [-2.42, -0.47, 0.79], [1.65, 1.67, -0.82], [2.13, 1.93, 0.93], [0.67, 2.95, 0.44], [-0.89, 4.30, -1.54], [-1.49, 3.73, -1.04], [-0.59, 3.71, -2.22], [2.86, -5.55, 1.54], [3.49, -6.23, 1.51], [2.04, -5.90, 1.85]],
  "multiplicity": 1,
  "homo_lumo_gap_ev": 8.3968,
  "smiles": "CSSC.O.O"
}

Most favorable structure: ii. The second most favorable one is 77.9 kcal/mol above it.